(1)
Density functional theory data (ωB97M-V/def2-TZVPD) for C4H6BeO3 as an isolated structure.

The calculation puts the energy relative to the best compared isomer or geometry (same formula, charge and spin) at 4.257 eV. Its charge is +2.

Last column: Mulliken charge in e.
Element x y z (Å)
C 2.144 -0.298 -0.148  -0.161
C 1.042 -0.993 0.138  -0.151
O 3.348 -0.684 0.279  -0.357
H 1.931 0.771 -0.338  0.307
H 0.967 -2.078 0.171  0.091
H 4.031 -0.067 0.000  0.387
O -0.144 -0.260 0.012  -0.402
C -1.276 -0.810 -0.227  2.084
O -2.275 -0.001 -0.168  -0.348
Be -1.531 -2.235 -0.166  0.170
C -2.085 1.414 0.071  -0.563
H -1.614 1.559 1.049  0.342
H -1.453 1.833 -0.719  0.316
H -3.086 1.847 0.048  0.286

***

(2)
Density functional theory data (ωB97M-V/def2-TZVPD) for one molecule with the formula C4H6Br2N2O2.

The calculation puts the energy relative to the best compared isomer or geometry (same formula, charge and spin) at 5.147 eV.

Last column: Mulliken charge in e.
Element x y z (Å)
C -1.074 -0.958 0.505  0.581
C 0.549 -1.008 0.306  -0.964
C 1.125 0.282 0.559  -0.262
C -1.310 0.548 -1.433  0.243
N -1.562 0.079 -0.217  -0.407
N 0.725 1.274 -0.323  -0.343
O -1.628 -1.627 1.298  -0.504
O -1.911 1.571 -1.927  -0.355
Br -3.822 0.224 0.131  -0.237
Br -0.095 2.749 0.520  -0.014
H 0.850 -1.703 1.007  0.422
H 0.843 -1.282 -0.607  0.415
H 1.067 0.664 1.627  0.395
H 2.218 0.064 0.511  0.276
H -0.810 0.017 -2.189  0.441
H -2.414 2.055 -1.220  0.311

***

(3)
Density functional theory data (ωB97M-V/def2-TZVPD) for a 2-piece molecular cluster, C4H6Br2N2O6 overall.

As for the structure (SMILES): O=[N+]([O-])[C@@H](/C=[N+](\[O-])O)CBr.O=C(O)Br. The calculation puts the energy relative to the best compared isomer or geometry (same formula, charge and spin) at 0.000 eV.

Last column: Mulliken charge in e.
Element x y z (Å)
O 3.383 1.398 0.115  -0.550
N 2.720 0.478 -0.291  0.955
O 3.114 -0.535 -0.831  -0.570
C 1.247 0.574 -0.009  -0.032
C 0.690 -0.713 0.503  -0.909
N 0.085 -1.499 -0.365  0.952
O -0.283 -1.114 -1.522  -0.843
O -0.338 -2.751 0.089  -0.473
C 0.815 1.574 1.111  -0.622
Br 0.598 3.378 0.396  -0.138
H 0.887 0.900 -0.964  0.477
H 1.189 -1.116 1.343  0.496
H -0.990 -3.078 -0.593  0.406
H 1.629 1.539 1.898  0.401
H -0.193 1.141 1.230  0.546
O -1.901 0.390 0.567  -0.479
C -2.863 0.143 -0.081  0.566
O -2.939 -0.428 -1.247  -0.428
Br -4.790 0.404 0.358  -0.166
H -2.059 -0.686 -1.709  0.412

***

(4)
Density functional theory data (ωB97M-V/def2-TZVPD) for a 2-piece molecular cluster, C4H6Br2O overall.

The calculation puts the energy relative to the best compared isomer or geometry (same formula, charge and spin) at 6.730 eV.

Last column: Mulliken charge in e.
Element x y z (Å)
C -0.582 -1.122 0.602  -0.053
C 0.432 0.630 -0.679  -0.195
C 0.509 -2.112 0.528  -0.890
C -0.278 1.948 -0.864  -0.034
O -1.356 2.111 0.062  -0.468
Br -0.797 -0.586 2.449  -0.121
Br 1.464 -0.043 -1.994  -0.026
H 0.708 -2.398 -0.549  0.246
H 0.050 -2.966 1.152  0.371
H 1.435 -1.645 0.959  0.323
H -0.576 2.212 -1.900  0.321
H 0.500 2.630 -0.391  0.241
H -1.509 1.343 0.626  0.286

***

(5)
Density functional theory data (ωB97M-V/def2-TZVPD) for C4H6Br6CaO3 as an isolated structure.

The calculation puts the energy relative to the best compared isomer or geometry (same formula, charge and spin) at 0.000 eV.

Last column: Mulliken charge in e.
Element x y z (Å)
Ca -0.509 -0.472 3.564  1.418
O 1.524 -0.413 4.593  -0.966
H 2.049 0.356 4.780  0.188
C 0.107 0.857 -0.399  -0.598
C -0.156 0.414 1.026  1.174
O 0.768 0.485 1.871  -0.839
O -1.320 0.067 1.414  -0.878
H -0.003 1.942 -0.371  0.294
H -0.634 0.455 -1.090  0.178
H 1.099 0.563 -0.729  0.048
C -4.213 -0.067 -0.526  0.360
Br -3.513 0.049 -2.329  -0.033
Br -5.219 -1.707 -0.190  -0.033
Br -5.229 1.519 0.000  -0.033
H -3.356 -0.067 0.137  -0.264
C 3.601 -0.718 -2.411  -0.312
Br 4.796 0.687 -1.851  0.020
Br 3.237 -1.922 -0.889  0.001
Br 4.327 -1.722 -3.912  -0.038
H 2.642 -0.307 -2.689  0.313

***

(6)
Density functional theory data (ωB97M-V/def2-TZVPD) for a 3-piece molecular cluster, C4H6BrClO overall.

The calculation puts the energy relative to the best compared isomer or geometry (same formula, charge and spin) at 4.475 eV.

Last column: Mulliken charge in e.
Element x y z (Å)
C -1.303 0.974 -1.992  0.334
C -0.403 0.227 0.268  -0.860
C -0.099 -2.182 0.869  -0.980
C 0.068 -0.714 1.092  0.621
O -1.937 0.462 -2.846  -0.318
Cl 0.779 -0.205 2.617  -0.222
Br 1.776 2.983 -0.934  -0.208
H 3.015 2.722 -0.287  0.226
H -0.341 1.175 0.484  0.469
H -0.793 1.999 -1.918  0.069
H 0.749 -2.614 1.260  0.364
H -0.449 -2.401 -0.180  0.282
H -1.062 -2.426 1.567  0.223

***

(7)
Density functional theory data (ωB97M-V/def2-TZVPD) for one molecule with the formula C4H6BrNO.

As for the structure (SMILES): C[C@]1(Br)CNC1=O. The calculation puts the energy relative to the best compared isomer or geometry (same formula, charge and spin) at 0.000 eV.

Last column: Mulliken charge in e.
Element x y z (Å)
C -1.056 -0.317 1.156  -1.704
C 0.280 -0.309 0.399  1.008
Br 1.712 -0.971 1.478  -0.125
C 0.530 1.069 -0.293  -0.660
N 0.496 0.335 -1.546  -0.060
C 0.252 -0.884 -1.043  0.121
O 0.033 -1.947 -1.539  -0.593
H -1.083 0.296 1.984  0.455
H -1.364 -1.247 1.486  0.421
H -1.794 0.055 0.482  0.423
H -0.257 1.892 -0.094  0.236
H 1.506 1.493 0.040  0.277
H 0.745 0.535 -2.508  0.202

***

(8)
Density functional theory data (ωB97M-V/def2-TZVPD) for a 2-piece molecular cluster, C4H6BrNO overall.

The calculation puts the energy relative to the best compared isomer or geometry (same formula, charge and spin) at 1.023 eV. Its multiplicity is 3.

Last column: Löwdin spin population.
Element x y z (Å)
C -1.798 -0.927 -0.208  0.506
C 2.024 0.987 0.684  0.001
C -2.274 0.150 0.243  0.489
C 2.059 -0.150 0.070  0.003
N -1.122 -1.886 -0.542  0.614
O -1.643 1.329 -0.006  0.286
Br 1.606 -0.115 -1.767  0.009
H -1.088 -2.418 -1.365  0.036
H 2.215 1.034 1.737  0.000
H 1.710 1.848 0.171  0.001
H -3.294 0.247 0.635  0.046
H 2.350 -1.156 0.486  0.000
H -0.744 1.056 -0.137  0.008

***

(9)
Density functional theory data (ωB97M-V/def2-TZVPD) for a 2-piece molecular cluster, C4H6BrNO2 overall.

As for the structure (SMILES): BrC1=CCC1.O=NO. The calculation puts the energy relative to the best compared isomer or geometry (same formula, charge and spin) at 5.406 eV.

Last column: Mulliken charge in e.
Element x y z (Å)
Br -1.763 1.365 -0.067  -0.172
C 0.068 0.930 -0.067  -0.106
C 0.937 0.330 -0.942  -0.198
C 2.105 0.242 -0.036  -0.426
C 1.136 0.885 1.098  -0.528
H 0.880 -0.271 -1.790  0.428
H 3.000 0.966 -0.280  0.196
H 2.543 -0.757 0.007  0.272
H 0.791 0.388 1.995  0.301
H 1.447 1.867 1.326  0.243
O -1.827 -1.994 0.405  -0.354
N -2.340 -2.063 -0.655  0.302
O -3.376 -1.315 -0.873  -0.259
H -3.601 -0.574 -0.121  0.302

***

(10)
Density functional theory data (ωB97M-V/def2-TZVPD) for a 2-piece molecular cluster, C4H6BrO2S overall.

The calculation puts the energy relative to the best compared isomer or geometry (same formula, charge and spin) at 2.176 eV. Its charge is -1.

Last column: Mulliken charge in e.
Element x y z (Å)
C -0.863 -1.430 0.339  0.425
C 0.720 1.737 0.484  -0.752
C -1.930 -1.484 -0.567  -0.556
C 1.379 1.072 -0.665  -0.157
O -0.685 -0.797 1.382  -0.709
O 0.274 -2.069 -0.353  -0.544
S 3.012 1.169 -0.891  -0.283
Br -3.579 -0.947 0.283  -0.331
H 1.424 1.852 1.435  0.246
H -0.127 1.239 0.824  0.281
H 0.592 2.875 0.361  0.287
H -1.991 -1.990 -1.512  0.414
H 0.746 0.288 -1.112  0.364
H 1.025 -1.514 -0.008  0.315

***

(11)
Density functional theory data (ωB97M-V/def2-TZVPD) for C4H6CaFO4 as an isolated structure.

The calculation puts the energy relative to the best compared isomer or geometry (same formula, charge and spin) at 2.651 eV. Its charge is +1.

Last column: Mulliken charge in e.
Element x y z (Å)
C -0.545 -0.925 -2.571  -0.611
O -0.185 -1.481 -1.340  -0.436
H -1.610 -1.113 -2.807  0.246
H -0.384 0.170 -2.600  0.284
H 0.075 -1.381 -3.364  0.244
C 0.176 1.315 2.011  1.357
O 0.811 1.444 0.867  -0.335
C 1.003 0.272 0.075  0.354
C -0.273 -0.568 0.033  -0.536
O -0.788 0.477 2.111  -0.866
O 0.685 1.764 3.064  -0.878
F 2.030 -0.430 0.633  -0.299
H 1.314 0.640 -0.907  0.273
H -1.131 0.075 -0.217  0.409
H -0.194 -1.408 0.731  0.295
Ca -0.984 1.150 4.283  1.498

***

(12)
Density functional theory data (ωB97M-V/def2-TZVPD) for C4H6CdN2O2 as an isolated structure.

The calculated total energy is -15878.70613 eV.

Last column: Mulliken charge in e.
Element x y z (Å)
C 2.034 -0.493 0.140  -0.949
C 0.866 0.325 -0.612  0.615
N 1.047 1.617 -0.758  -0.664
C -0.461 -0.420 -1.171  -0.370
N -1.227 -1.085 -0.091  -0.353
C -2.167 -0.195 0.529  0.745
O -2.810 -0.659 1.578  -0.744
O -2.427 1.102 0.168  -0.620
H 1.598 -1.090 1.011  0.254
H 2.605 -1.190 -0.581  0.240
H 2.842 0.208 0.569  0.323
H 1.944 1.912 -0.345  0.262
H -0.120 -1.258 -1.887  0.339
H -1.041 0.365 -1.759  0.263
Cd -2.683 0.861 3.210  0.660